Entry from the OMol25 dataset: a molecular structure, C21H43AlN2P3SSe (ωB97M-V/def2-TZVPD).

```
72
Properties=species:S:1:pos:R:3:forces:R:3
Al 0.088638 0.169270 0.155194 -1.477 0.029 2.301
P -0.092941 1.310634 2.488369 0.239 0.682 0.595
P 2.130698 1.545993 -0.583403 0.210 0.721 -0.663
P 1.698722 -1.466502 1.197127 0.155 -0.823 0.595
H -3.495116 -1.624889 0.039174 0.171 -0.311 -0.005
C -2.411749 -1.808823 0.076638 0.077 -0.337 -0.228
C -1.674989 -0.800025 0.933435 1.266 0.296 -0.237
H -2.339061 0.058791 1.102667 0.407 -0.144 0.392
C -1.455160 2.530527 2.700619 -0.123 -0.023 -0.287
C 1.330976 2.313849 3.061441 -0.017 0.036 0.048
C -0.404787 0.274680 3.979182 -0.027 -0.212 -0.176
C 2.686424 1.162901 -2.278912 -0.175 -0.274 0.086
C 1.728459 3.326290 -0.768361 -0.124 0.033 0.130
C 3.754842 1.630303 0.255545 -0.115 -0.194 0.303
C 0.842287 -2.883117 1.991910 -0.083 0.082 -0.129
C 2.887286 -1.015732 2.520625 0.126 0.184 -0.072
C 2.811481 -2.321956 0.035963 0.057 0.031 -0.302
H -2.246591 -2.843009 0.428757 -0.200 0.405 -0.229
H -1.418652 -1.264618 1.895526 -0.158 0.376 -0.138
H -2.431918 2.039421 2.582904 0.253 0.141 0.011
H -1.372202 3.342508 1.964192 -0.012 -0.218 0.208
H -1.398244 2.959838 3.714314 0.005 -0.172 -0.375
H 1.619183 3.053568 2.303866 -0.060 -0.131 0.218
H 2.195700 1.677508 3.288475 -0.205 0.180 -0.052
H 1.026971 2.842215 3.976025 0.222 -0.097 -0.214
H -1.287409 -0.359291 3.836746 0.179 0.186 0.052
H -0.589600 0.946743 4.828775 0.101 -0.155 -0.225
H 0.450223 -0.366672 4.221640 -0.201 0.154 -0.057
H 3.426257 1.912718 -2.583101 -0.162 -0.208 -0.062
H 1.831499 1.172229 -2.962858 0.176 0.104 -0.027
H 3.142482 0.166615 -2.290659 0.059 0.188 -0.119
H 2.665563 3.872142 -0.958910 -0.334 -0.134 0.069
H 1.258668 3.715184 0.145571 0.125 -0.024 -0.277
H 1.040688 3.469054 -1.612755 0.243 -0.071 0.289
H 4.363971 2.373299 -0.281028 -0.171 -0.258 0.175
H 4.261071 0.656508 0.213603 -0.070 0.299 0.066
H 3.634661 1.948131 1.299644 0.150 -0.097 -0.281
H 1.597336 -3.627406 2.288149 -0.264 0.222 -0.066
H 0.135491 -3.340318 1.286152 0.148 0.090 0.231
H 0.294396 -2.552363 2.885582 0.142 -0.109 -0.292
H 3.466006 -1.919445 2.762309 -0.142 0.255 -0.034
H 2.381609 -0.672954 3.431459 0.120 -0.112 -0.294
H 3.580398 -0.237486 2.178757 -0.170 -0.222 0.166
H 3.244193 -3.199161 0.539278 -0.048 0.237 -0.305
H 3.615198 -1.649770 -0.292952 -0.126 -0.214 0.069
H 2.247490 -2.644929 -0.857388 0.271 -0.101 0.382
C 0.093435 -3.300286 -3.559926 0.282 0.683 0.315
C -1.164889 -3.720926 -3.047822 -1.396 -0.774 0.302
C -1.802717 -4.858460 -3.532917 -0.041 0.908 0.755
C -1.219533 -5.612412 -4.568712 0.075 0.373 0.217
C 0.004820 -5.192416 -5.115962 0.893 0.620 -0.068
C 0.660796 -4.071274 -4.619093 0.177 -0.801 -0.858
Se 0.914262 -1.801183 -2.898243 -0.635 -1.138 -0.703
H -2.008078 -1.716837 -0.928185 -0.379 -0.241 -0.429
H -1.629378 -3.120015 -2.266271 0.075 -0.293 -0.185
H -2.766078 -5.154428 -3.106140 0.400 0.097 -0.200
H -1.724450 -6.503955 -4.942068 0.165 0.206 0.034
H 0.444482 -5.750033 -5.941033 -0.042 0.130 0.212
H 1.611765 -3.745062 -5.029449 -0.107 -0.178 -0.075
C -1.981818 4.589840 -0.772750 0.066 0.311 0.011
N -2.854720 3.454573 -0.474154 0.301 -0.896 0.033
C -4.139656 3.578240 0.046437 0.557 -0.443 -0.296
C -4.648191 2.326496 0.157140 0.238 0.120 -0.135
N -3.672493 1.457133 -0.303652 0.421 0.379 -0.042
C -2.545246 2.141091 -0.663940 -1.613 0.342 0.310
S -1.123458 1.495902 -1.406064 0.196 0.211 -0.407
H -1.573773 5.012843 0.158349 -0.124 -0.180 -0.322
H -1.166867 4.263004 -1.430443 -0.365 0.115 0.231
H -2.585422 5.357219 -1.273435 0.269 -0.213 0.092
H -4.546608 4.551703 0.256047 -0.128 -0.053 0.064
H -5.612281 1.998526 0.515321 0.131 -0.039 -0.098
H -3.784353 0.448266 -0.392320 0.144 0.466 -0.002
```
Forces are in eV/Å.

Output
- Calculated total energy: -136075.7498 eV
- Max |F|: 2.7 eV/A
- Total charge: +3
- HOMO-LUMO gap (alpha / beta): 0.1475 / 0.1359 hartree
- HOMO energy (alpha / beta): -16.0 / -16.0 eV
- LUMO energy (alpha / beta): -12.0 / -12.3 eV
- Energy relative to the best compared isomer or geometry (same formula, charge and spin): 0.0000 eV